Record 1
The following is a DFT calculation (the ωB97M-V functional and the def2-TZVPD basis) of a molecular structure, C41H44BrF10GeN3P2Sc at a distorted geometry.

Computed properties:
Charge: -1
LUMO energy (eV): 2.353
Maximum force (eV Å⁻¹): 1.0
Calculated total energy (eV): -240712.427

XYZ file:
```
103
C41H44BrF10GeN3P2Sc the ωB97M-V functional and the def2-TZVPD basis
Sc -0.023 0.142 -0.562
C -1.224 -3.177 -1.392
N -1.146 -1.824 -1.930
C -2.493 -1.363 -2.248
C -3.300 -1.017 -1.012
N -2.467 -0.349 -0.032
C -3.120 0.232 0.981
C -4.502 0.249 1.305
F -5.416 -0.418 0.551
C -5.019 0.943 2.385
F -6.349 0.921 2.597
C -4.216 1.657 3.255
F -4.737 2.333 4.298
C -2.853 1.644 3.012
F -2.011 2.310 3.819
C -2.367 0.954 1.930
F -1.015 0.976 1.723
C -0.343 -1.817 -3.155
C 1.014 -2.477 -2.974
N 1.533 -2.208 -1.652
C 2.756 -2.670 -1.409
C 3.672 -3.347 -2.270
F 3.359 -3.613 -3.569
C 4.923 -3.785 -1.875
F 5.713 -4.406 -2.773
C 5.383 -3.612 -0.584
F 6.605 -4.044 -0.202
C 4.529 -2.981 0.305
F 4.910 -2.812 1.588
C 3.292 -2.543 -0.105
F 2.478 -2.000 0.839
H -1.604 -3.867 -2.162
H -1.908 -3.201 -0.549
H -0.237 -3.495 -1.073
H -3.028 -2.128 -2.836
H -2.394 -0.495 -2.889
H -3.762 -1.930 -0.604
H -4.133 -0.390 -1.353
H -0.233 -0.777 -3.460
H -0.883 -2.339 -3.963
H 1.657 -2.097 -3.779
H 0.905 -3.555 -3.161
Br 1.134 3.850 0.078
C -0.686 3.894 0.621
C -1.023 4.752 1.628
C -2.384 4.998 1.903
C -3.337 4.477 1.077
C -2.985 3.625 0.000
C -3.952 3.238 -0.961
C -3.554 2.506 -2.039
C -2.247 1.965 -2.075
C -1.291 2.156 -1.103
C -1.638 3.193 -0.169
H -0.249 5.272 2.176
H -2.657 5.650 2.722
H -4.383 4.726 1.214
H -4.979 3.564 -0.842
H -4.257 2.264 -2.827
H -2.035 1.295 -2.896
C -1.883 -2.542 2.233
P -0.210 -2.038 1.641
C 0.561 -3.711 1.505
C 0.527 -1.508 3.257
C 0.280 -2.289 4.391
C 0.854 -2.003 5.614
C 1.719 -0.922 5.723
C 1.959 -0.132 4.616
C 1.358 -0.390 3.380
P 1.702 0.772 1.981
C 3.541 0.821 2.014
C 1.383 2.372 2.826
H -2.283 -1.786 2.910
H -1.849 -3.504 2.746
H -2.564 -2.611 1.388
H 0.777 -4.113 2.495
H 1.476 -3.675 0.917
H -0.144 -4.374 1.004
H -0.369 -3.153 4.315
H 0.640 -2.626 6.473
H 2.198 -0.693 6.666
H 2.640 0.703 4.717
H 3.888 1.461 2.827
H 3.903 1.227 1.068
H 3.950 -0.173 2.138
H 1.693 2.337 3.870
H 0.328 2.631 2.782
H 1.952 3.145 2.316
C 1.843 3.569 -3.573
Ge 1.770 1.607 -3.574
C 3.397 0.963 -4.484
C 0.314 1.218 -4.854
C 1.732 0.858 -1.778
H 2.046 3.923 -4.587
H 2.624 3.945 -2.911
H 0.891 3.982 -3.241
H 3.438 1.298 -5.522
H 3.418 -0.129 -4.470
H 4.287 1.321 -3.966
H 0.387 1.954 -5.658
H -0.672 1.315 -4.406
H 0.410 0.226 -5.296
H 2.225 1.653 -1.201
H 2.437 0.023 -1.814
```

Atom charges from the natural (NBO) analysis, given in e for atoms 1 to 6: 1.722 -0.428 -0.492 -0.205 -0.234 -0.759



Record 2
The following is a DFT calculation (the ωB97M-V functional and the def2-TZVPD basis) of a molecular structure, C41H44IrN9S5.

Computed properties:
Charge: +3
2S+1: 2
LUMO energy (alpha / beta) (eV): -9.722 / -9.723
Maximum force (eV Å⁻¹): 0.1
⟨S²⟩: 0.754
Calculated total energy (eV): -113627.827

XYZ file:
```
100
C41H44IrN9S5 the ωB97M-V functional and the def2-TZVPD basis
Ir -1.214 -2.129 0.268
N 0.568 -1.338 1.119
S 1.805 -1.021 0.392
N 1.955 0.422 -0.421
S 1.157 1.671 -0.018
N -0.325 1.895 -0.330
S -1.406 0.852 -1.032
N -1.950 -0.264 -0.255
C -2.669 2.017 -1.449
C -2.383 3.350 -1.711
C -3.412 4.184 -2.118
C -4.699 3.684 -2.267
C -4.966 2.345 -2.015
C -3.948 1.498 -1.608
C -0.638 0.446 -2.589
C -0.984 -0.777 -3.142
C -0.489 -1.109 -4.396
C 0.333 -0.223 -5.076
C 0.666 1.005 -4.512
C 0.175 1.351 -3.264
C 2.070 3.016 -0.694
C 1.468 4.272 -0.668
C 2.172 5.349 -1.177
C 3.447 5.161 -1.702
C 4.028 3.901 -1.719
C 3.344 2.809 -1.205
C 1.278 2.022 1.760
C 0.070 2.338 2.521
C 0.314 2.875 3.851
C 1.560 2.880 4.426
C 2.643 2.446 3.669
C 2.512 2.040 2.320
C 2.335 -2.110 -0.905
C 2.247 -1.777 -2.246
C 2.587 -2.738 -3.191
C 3.001 -4.000 -2.792
C 3.088 -4.319 -1.440
C 2.753 -3.373 -0.487
C 3.200 -0.963 1.490
C 4.464 -0.658 0.997
C 5.524 -0.585 1.885
C 5.313 -0.820 3.242
C 4.046 -1.137 3.714
C 2.974 -1.215 2.833
H -1.379 3.732 -1.601
H -3.209 5.226 -2.323
H -5.496 4.340 -2.589
H -5.967 1.958 -2.147
H -4.133 0.447 -1.429
H -1.631 -1.457 -2.603
H -0.756 -2.057 -4.843
H 0.707 -0.479 -6.059
H 1.295 1.699 -5.054
H 0.410 2.318 -2.838
H 0.470 4.403 -0.270
H 1.727 6.335 -1.171
H 3.989 6.007 -2.103
H 5.016 3.764 -2.137
H 3.773 1.817 -1.221
H -0.638 2.937 1.939
H -0.551 3.203 4.416
H 1.704 3.224 5.440
H 3.633 2.445 4.110
H 3.399 1.783 1.753
H 1.931 -0.789 -2.552
H 2.535 -2.492 -4.243
H 3.276 -4.736 -3.536
H 3.441 -5.295 -1.133
H 2.855 -3.598 0.570
H 4.619 -0.494 -0.063
H 6.518 -0.361 1.522
H 6.147 -0.773 3.929
H 3.895 -1.343 4.766
H 1.976 -1.470 3.165
N -0.577 -4.086 0.702
N -1.426 -5.094 0.183
C -2.570 -4.781 -0.451
N -3.338 -5.787 -0.858
S -3.013 -3.168 -0.733
H 0.360 -4.238 0.331
H -0.554 -4.182 1.718
H -1.209 -6.048 0.433
H -3.093 -6.756 -0.732
H -4.193 -5.583 -1.348
C -0.766 0.991 2.824
H -1.649 1.259 3.398
H -1.053 0.553 1.872
H -0.147 0.288 3.373
S -2.144 -2.144 2.633
C -3.787 -1.736 2.431
N -4.248 -0.821 1.580
C -5.713 -0.842 1.534
C -6.049 -1.538 2.861
N -4.800 -2.261 3.122
H -3.636 -0.438 0.864
H -6.057 -1.425 0.677
H -6.124 0.163 1.474
H -6.892 -2.218 2.779
H -6.245 -0.819 3.659
H -4.645 -2.859 3.916
```

Atom charges from the Mulliken analysis, given in e for atoms 1 to 6: 1.592 -0.639 1.022 0.394 0.791 0.010



Record 3
The following is a DFT calculation (the ωB97M-V functional and the def2-TZVPD basis) of a molecular structure, C41H45InN6O3SSi.

Computed properties:
LUMO energy (eV): -1.464
Maximum force (eV Å⁻¹): 0.7
Calculated total energy (eV): -82216.162

XYZ file:
```
98
C41H45InN6O3SSi the ωB97M-V functional and the def2-TZVPD basis
In 0.056 0.493 0.215
O 7.474 -2.647 1.041
C 6.558 -3.516 1.499
O 6.905 -4.534 2.027
C 5.114 -3.149 1.335
C 4.656 -2.205 0.422
C 3.306 -1.925 0.325
C 2.386 -2.567 1.151
C 2.844 -3.530 2.053
C 4.191 -3.821 2.133
N 1.039 -2.167 1.026
C 0.101 -2.895 1.470
C -1.318 -2.583 1.247
C -2.295 -3.442 1.743
C -3.619 -3.223 1.399
C -3.924 -2.167 0.557
C -2.893 -1.332 0.148
N -1.628 -1.521 0.500
H 7.072 -1.851 0.678
H 5.336 -1.685 -0.244
H 2.953 -1.179 -0.375
H 2.156 -4.035 2.719
H 4.558 -4.571 2.820
H 0.282 -3.851 1.967
H -2.006 -4.269 2.379
H -4.397 -3.875 1.772
H -4.939 -1.983 0.235
H -3.087 -0.462 -0.473
S -1.749 1.976 -4.399
C -2.324 3.355 -3.541
C -2.951 4.487 -4.047
C -3.304 5.486 -3.161
C -3.044 5.347 -1.797
C -2.429 4.216 -1.301
C -2.056 3.196 -2.172
N -1.422 2.004 -1.835
C -1.197 1.276 -2.884
C -0.537 -0.033 -2.911
C -0.513 -0.741 -4.120
C 0.092 -1.977 -4.209
C 0.700 -2.511 -3.085
C 0.688 -1.805 -1.891
C 0.071 -0.562 -1.767
H -3.150 4.582 -5.107
H -3.775 6.388 -3.531
H -3.319 6.146 -1.120
H -2.217 4.111 -0.254
H -0.981 -0.318 -5.001
H 0.088 -2.519 -5.146
H 1.195 -3.474 -3.141
H 1.187 -2.239 -1.038
O 2.134 1.419 -0.242
N 1.927 1.805 -1.462
C 2.812 2.615 -1.954
C 3.971 3.057 -1.233
N 4.890 3.392 -0.628
C 2.619 3.084 -3.293
N 2.485 3.477 -4.366
C -2.147 2.380 4.596
C -1.979 2.005 3.117
C -2.737 0.702 2.848
C -2.663 3.075 2.264
Si -0.090 1.846 2.634
C 0.798 3.570 2.392
C 2.323 3.397 2.373
C 0.395 4.198 1.051
C 0.445 4.562 3.511
C 0.857 0.803 3.977
C 1.099 1.569 5.285
C 0.060 -0.466 4.311
C 2.228 0.393 3.411
H -3.208 2.555 4.811
H -1.600 3.291 4.848
H -1.808 1.583 5.259
H -3.804 0.851 3.054
H -2.395 -0.127 3.470
H -2.641 0.405 1.804
H -3.721 3.144 2.543
H -2.619 2.796 1.211
H -2.221 4.062 2.397
H 2.640 2.668 1.628
H 2.712 3.100 3.349
H 2.792 4.353 2.120
H 0.488 3.494 0.222
H 1.051 5.048 0.836
H -0.623 4.576 1.080
H 0.739 4.190 4.494
H -0.620 4.798 3.536
H 0.985 5.499 3.334
H 0.170 1.872 5.768
H 1.703 2.463 5.123
H 1.643 0.923 5.984
H -0.850 -0.238 4.868
H 0.666 -1.128 4.940
H -0.217 -1.013 3.409
H 2.962 1.186 3.537
H 2.176 0.171 2.347
H 2.608 -0.493 3.931
```

Atom charges from the Mulliken analysis, given in e for atoms 1 to 6: 2.046 -0.474 0.588 -0.551 1.179 -1.446